ORCA calculation (ωB97M-V with the def2-TZVPD basis set) on a 14-piece molecular cluster, C62H157N11O14 overall in a non-equilibrium geometry.

Properties
M ... 1281.00 g mol⁻¹
E_tot ... -111887.995 eV
Energy above the lowest of the compared OMol25 structures with the same formula, charge and spin ... 0.0 kcal per mole

The geometry in ORCA input format:
```
! wB97M-V def2-TZVPD RIJCOSX def2/J DEFGRID3
* xyz 0 1
C -14.666 9.096 12.256
C -15.573 7.914 12.434
C -16.324 7.698 11.127
C -16.966 6.341 10.959
C -15.858 5.284 11.105
C -15.180 5.388 12.457
N -14.730 6.746 12.658
O -13.908 6.873 13.792
C -16.123 4.884 13.563
C -13.975 4.473 12.395
C -16.577 8.212 13.547
H -15.272 9.984 12.028
H -13.890 8.982 11.500
H -14.168 9.365 13.194
H -17.059 8.514 11.041
H -15.685 7.913 10.259
H -17.493 6.266 10.003
H -17.767 6.126 11.679
H -15.201 5.465 10.249
H -16.326 4.301 10.987
H -17.144 5.120 13.263
H -16.072 3.805 13.706
H -15.894 5.374 14.507
H -13.365 4.715 11.521
H -13.352 4.575 13.285
H -14.290 3.431 12.346
H -17.192 7.340 13.760
H -17.189 9.061 13.235
H -16.082 8.493 14.480
H -12.991 6.960 13.430
C -19.535 14.034 17.579
C -20.097 13.646 18.958
C -21.316 12.750 18.844
C -20.965 11.328 18.429
C -19.958 10.720 19.400
C -18.751 11.597 19.628
N -19.173 12.945 19.891
O -18.076 13.709 20.334
C -17.996 11.118 20.851
C -17.799 11.451 18.446
C -20.486 14.936 19.686
H -18.829 13.351 17.113
H -19.003 14.989 17.645
H -20.393 14.191 16.921
H -21.942 12.792 19.740
H -21.999 13.090 18.051
H -20.601 11.377 17.396
H -21.842 10.674 18.469
H -19.718 9.681 19.154
H -20.461 10.613 20.378
H -16.962 11.445 20.874
H -18.503 11.339 21.792
H -17.982 10.018 20.818
H -18.311 11.240 17.506
H -17.143 12.319 18.327
H -17.079 10.633 18.595
H -21.006 15.611 19.001
H -19.632 15.458 20.099
H -21.204 14.719 20.483
H -18.427 14.227 21.066
C -14.394 13.043 13.788
C -13.469 12.753 14.967
C -12.594 11.596 14.508
C -11.301 11.410 15.303
C -10.560 12.724 15.286
C -11.365 13.896 15.863
N -12.653 13.941 15.169
O -13.435 15.079 15.601
C -11.455 13.693 17.388
C -10.569 15.144 15.509
C -14.249 12.320 16.200
H -13.869 13.080 12.836
H -14.955 13.964 13.934
H -15.111 12.213 13.706
H -13.147 10.659 14.673
H -12.395 11.575 13.433
H -10.691 10.670 14.779
H -11.488 10.977 16.287
H -10.266 12.988 14.261
H -9.597 12.637 15.806
H -11.583 12.640 17.641
H -10.499 13.992 17.825
H -12.198 14.357 17.836
H -10.954 16.025 16.037
H -9.522 15.033 15.789
H -10.638 15.364 14.441
H -15.072 11.629 16.009
H -14.726 13.224 16.614
H -13.604 11.950 16.996
H -13.376 15.709 14.837
C -13.953 16.160 18.936
O -12.875 16.555 18.036
H -13.943 16.855 19.777
H -14.926 16.186 18.435
H -13.792 15.159 19.367
H -13.031 16.108 17.191
C -8.317 18.267 14.749
O -7.562 18.137 13.571
H -7.771 18.941 15.425
H -9.288 18.794 14.710
H -8.498 17.300 15.197
H -7.269 18.997 13.261
C -8.825 15.266 11.928
O -7.445 15.683 11.996
H -8.862 14.179 12.032
H -9.431 15.676 12.751
H -9.288 15.569 10.977
H -7.434 16.630 12.221
C -9.163 18.600 18.381
C -9.562 17.526 19.393
C -10.809 17.894 20.204
O -10.542 18.603 21.427
C -10.483 19.963 21.296
N -9.711 16.222 18.769
H -9.121 19.533 18.950
H -9.950 18.747 17.628
H -8.224 18.415 17.865
H -8.731 17.464 20.103
H -11.195 16.907 20.491
H -11.667 18.383 19.710
H -10.558 20.420 22.280
H -11.305 20.326 20.672
H -9.516 20.270 20.887
H -10.583 16.210 18.233
H -9.833 15.476 19.453
C -15.061 8.011 17.190
C -13.557 8.060 17.500
C -13.037 6.875 18.247
O -13.902 6.677 19.351
C -13.420 5.731 20.195
N -12.753 8.266 16.252
H -15.408 9.005 16.889
H -15.713 7.769 18.039
H -15.241 7.245 16.430
H -13.380 8.967 18.099
H -12.020 7.047 18.602
H -13.155 5.962 17.645
H -13.503 4.707 19.809
H -13.979 5.747 21.136
H -12.384 5.920 20.516
H -13.194 9.061 15.779
H -12.944 7.537 15.559
C -11.929 14.028 21.822
C -10.853 12.972 21.530
C -11.458 11.582 21.223
O -10.416 10.651 21.048
C -10.842 9.522 20.352
N -10.007 13.427 20.324
H -12.377 13.772 22.797
H -12.757 14.075 21.111
H -11.452 14.999 21.941
H -10.165 12.881 22.376
H -12.168 11.636 20.379
H -12.112 11.302 22.082
H -9.999 8.886 20.107
H -11.389 9.775 19.435
H -11.535 8.968 21.003
H -9.272 12.714 20.330
H -10.564 13.267 19.482
C -12.874 15.253 11.230
C -14.082 16.162 11.439
C -13.757 17.413 12.251
O -13.500 17.064 13.605
C -13.078 18.143 14.393
N -14.628 16.571 10.124
H -12.005 15.841 10.912
H -13.058 14.471 10.486
H -12.593 14.706 12.137
H -14.864 15.558 11.941
H -14.639 18.083 12.197
H -12.931 17.968 11.781
H -12.035 18.401 14.200
H -13.251 17.912 15.438
H -13.724 19.003 14.169
H -15.524 17.060 10.209
H -14.942 15.691 9.593
C -20.066 17.914 17.451
C -19.241 18.535 16.342
C -18.741 17.533 15.341
O -17.757 16.761 15.901
C -17.435 15.680 15.083
N -20.044 19.493 15.602
H -20.814 17.230 17.060
H -20.496 18.737 18.026
H -19.390 17.359 18.102
H -18.348 19.014 16.768
H -18.264 18.120 14.541
H -19.577 16.944 14.950
H -18.313 15.054 14.901
H -16.598 15.144 15.518
H -17.074 16.027 14.094
H -20.410 20.176 16.256
H -19.480 19.987 14.917
C -19.691 12.478 10.907
C -18.684 13.357 11.639
C -18.726 14.824 11.223
O -18.422 14.829 9.873
C -18.626 16.094 9.239
N -18.826 13.224 13.086
H -19.790 12.836 9.881
H -20.677 12.561 11.371
H -19.340 11.447 10.863
H -17.666 13.035 11.359
H -18.007 15.368 11.847
H -19.753 15.183 11.374
H -18.628 15.935 8.156
H -17.801 16.803 9.429
H -19.575 16.557 9.537
H -19.200 12.315 13.318
H -17.974 13.384 13.599
C -16.046 12.258 8.552
C -15.520 13.291 7.587
C -16.240 13.197 6.241
O -16.344 11.874 5.795
C -15.442 11.548 4.771
N -15.717 14.626 8.202
H -15.920 11.250 8.164
H -17.110 12.439 8.735
H -15.506 12.313 9.501
H -14.434 13.197 7.459
H -15.868 13.851 5.451
H -17.275 13.462 6.505
H -15.678 10.543 4.414
H -14.393 11.505 5.096
H -15.573 12.224 3.915
H -15.771 15.318 7.450
H -16.608 14.666 8.711
C -10.646 9.053 12.288
C -10.685 7.702 11.633
C -9.289 7.354 11.162
O -9.018 8.186 10.006
C -7.710 8.057 9.506
N -11.115 6.752 12.648
H -11.648 9.324 12.635
H -10.301 9.818 11.597
H -10.031 9.005 13.190
H -11.355 7.734 10.778
H -9.305 6.316 10.789
H -8.582 7.609 11.962
H -6.997 7.703 10.251
H -7.458 8.995 9.019
H -7.699 7.303 8.697
H -10.456 6.691 13.422
H -11.163 5.805 12.270
*
```

---

ORCA calculation (ωB97M-V with the def2-TZVPD basis set) on a 13-piece molecular cluster, C62H158N8O22 overall in a non-equilibrium geometry.

Properties
M ... 1367.98 g mol⁻¹
E_tot ... -123810.868 eV

The geometry in ORCA input format:
```
! wB97M-V def2-TZVPD RIJCOSX def2/J DEFGRID3
* xyz 0 1
C -3.247 4.598 2.848
C -2.892 3.718 4.065
O -4.055 3.168 4.659
O -3.680 3.716 1.733
H -2.379 5.161 2.494
H -4.101 5.202 3.185
H -2.387 4.381 4.784
H -2.170 2.973 3.716
H -4.267 2.370 4.136
H -3.565 4.149 0.865
C 5.963 -2.193 2.408
C 5.675 -3.254 3.434
C 6.183 -4.621 3.052
O 6.304 -2.942 4.674
H 5.523 -2.550 1.477
H 7.039 -2.100 2.312
H 5.537 -1.240 2.676
H 4.597 -3.308 3.645
H 5.730 -5.087 2.177
H 6.079 -5.315 3.886
H 7.264 -4.602 2.808
H 7.197 -2.691 4.443
C 2.189 -2.701 -3.654
C 2.852 -3.346 -2.449
C 3.988 -2.524 -1.848
O 1.820 -3.654 -1.494
H 1.408 -3.341 -4.090
H 2.910 -2.383 -4.429
H 1.727 -1.766 -3.325
H 3.323 -4.288 -2.751
H 3.572 -1.558 -1.539
H 4.688 -2.265 -2.653
H 4.487 -3.065 -1.048
H 1.543 -2.864 -0.984
C 0.828 0.365 6.375
C 1.465 0.823 5.055
C 2.781 0.074 4.777
O 0.605 0.713 3.945
H 1.510 0.601 7.208
H 0.701 -0.731 6.454
H -0.112 0.891 6.531
H 1.721 1.874 5.113
H 3.238 0.576 3.926
H 2.503 -0.967 4.525
H 3.508 0.006 5.595
H 0.450 -0.200 3.715
C -5.695 -2.195 -1.379
C -5.250 -0.951 -2.201
C -3.815 -0.538 -1.785
O -5.321 -1.369 -3.556
H -5.928 -1.971 -0.349
H -4.945 -2.960 -1.554
H -6.632 -2.466 -1.865
H -5.933 -0.102 -2.013
H -3.239 -1.465 -1.883
H -3.942 -0.248 -0.740
H -3.421 0.254 -2.439
H -4.880 -0.695 -4.075
C -7.788 1.416 -0.110
O -6.468 0.901 0.201
C -6.214 1.075 1.583
C -4.827 0.557 1.846
N -4.493 0.582 3.285
C -3.152 0.072 3.559
C -2.927 -1.409 3.407
O -3.811 -2.173 4.218
C -3.449 -2.142 5.557
H -8.551 0.844 0.427
H -7.910 1.379 -1.175
H -7.860 2.441 0.216
H -6.933 0.533 2.212
H -6.258 2.127 1.823
H -4.054 1.195 1.413
H -4.729 -0.403 1.271
H -5.113 0.151 3.981
H -2.848 0.378 4.558
H -2.479 0.656 2.913
H -1.864 -1.558 3.653
H -3.095 -1.736 2.384
H -3.900 -2.991 6.058
H -3.739 -1.202 6.048
H -2.358 -2.213 5.646
C -2.681 4.207 -7.060
O -2.035 3.241 -6.273
C -2.255 3.286 -4.858
C -1.403 2.238 -4.156
N -1.753 0.869 -4.529
C -0.983 -0.160 -3.918
C -1.451 -1.572 -4.195
O -1.262 -1.943 -5.573
C -2.074 -3.083 -5.949
H -2.381 4.066 -8.092
H -2.448 5.245 -6.792
H -3.782 4.120 -7.037
H -3.332 3.183 -4.656
H -2.046 4.323 -4.469
H -1.512 2.318 -3.072
H -0.381 2.555 -4.365
H -1.807 0.757 -5.512
H -1.097 -0.031 -2.825
H 0.104 -0.099 -4.095
H -2.469 -1.720 -3.842
H -0.861 -2.253 -3.585
H -1.859 -3.322 -7.009
H -3.143 -2.906 -5.756
H -1.807 -3.975 -5.340
C 8.053 0.757 0.527
O 6.880 1.300 1.065
C 5.758 1.086 0.223
C 4.661 2.077 0.693
N 3.374 1.695 0.168
C 2.162 2.363 0.664
C 1.785 3.680 -0.059
O 1.660 3.355 -1.424
C 1.138 4.284 -2.339
H 8.806 0.882 1.292
H 8.403 1.275 -0.372
H 8.005 -0.324 0.406
H 5.337 0.076 0.353
H 6.016 1.208 -0.829
H 4.922 3.115 0.393
H 4.691 2.079 1.791
H 3.404 1.820 -0.831
H 2.163 2.441 1.760
H 1.307 1.731 0.386
H 2.505 4.502 0.119
H 0.828 4.086 0.312
H 1.814 5.154 -2.373
H 0.119 4.641 -2.109
H 1.171 3.842 -3.317
C -3.986 -5.724 1.263
O -2.629 -5.713 0.937
C -2.533 -5.538 -0.460
C -1.050 -5.504 -0.835
N -0.990 -5.183 -2.268
C -0.919 -6.429 -3.070
C 0.283 -6.562 -3.968
O 0.272 -5.405 -4.878
C 1.404 -5.339 -5.723
H -4.103 -5.803 2.333
H -4.581 -6.456 0.674
H -4.396 -4.733 0.990
H -3.003 -4.601 -0.776
H -3.029 -6.336 -1.016
H -0.518 -6.398 -0.581
H -0.506 -4.677 -0.366
H -0.152 -4.654 -2.439
H -1.791 -6.499 -3.695
H -0.929 -7.310 -2.426
H 0.319 -7.457 -4.608
H 1.254 -6.561 -3.466
H 1.347 -4.518 -6.431
H 1.534 -6.269 -6.304
H 2.326 -5.228 -5.126
C -5.939 4.514 -4.535
O -5.090 4.278 -3.378
C -5.611 3.493 -2.334
C -4.509 3.424 -1.283
N -4.056 4.720 -0.808
C -5.115 5.703 -0.493
C -4.570 6.933 0.248
O -3.595 7.551 -0.584
C -2.902 8.646 0.047
H -6.077 3.581 -5.122
H -5.494 5.260 -5.176
H -6.911 4.888 -4.194
H -5.912 2.473 -2.654
H -6.501 3.834 -1.789
H -3.613 2.930 -1.699
H -4.832 2.833 -0.435
H -3.210 5.069 -1.229
H -5.837 5.236 0.203
H -5.648 6.046 -1.384
H -4.162 6.694 1.227
H -5.411 7.622 0.432
H -2.258 9.172 -0.639
H -2.319 8.228 0.894
H -3.618 9.330 0.497
C -0.843 7.372 4.116
O -0.431 5.993 3.953
C 0.407 5.859 2.807
C 1.821 6.006 3.199
N 2.748 6.169 2.069
C 4.174 5.971 2.529
C 5.124 6.353 1.416
O 4.739 7.622 0.936
C 5.511 8.218 -0.077
H -1.653 7.661 3.449
H 0.008 8.064 3.966
H -1.148 7.514 5.161
H 0.165 6.612 2.054
H 0.224 4.877 2.324
H 2.174 5.086 3.655
H 1.919 6.790 3.952
H 2.672 7.057 1.594
H 4.346 4.914 2.768
H 4.443 6.575 3.405
H 4.987 5.666 0.575
H 6.130 6.347 1.887
H 5.595 7.513 -0.882
H 6.488 8.462 0.363
H 5.062 9.127 -0.463
C 6.049 -5.416 -3.746
O 6.686 -6.137 -2.697
C 6.074 -6.116 -1.440
C 4.914 -7.102 -1.354
N 4.463 -7.216 0.031
C 3.515 -6.248 0.537
C 2.022 -6.569 0.103
O 1.649 -7.878 0.316
C 1.686 -8.266 1.709
H 6.780 -5.062 -4.442
H 5.478 -4.582 -3.321
H 5.331 -6.074 -4.256
H 5.742 -5.103 -1.233
H 6.873 -6.404 -0.756
H 5.250 -8.109 -1.638
H 4.090 -6.807 -2.017
H 5.086 -7.655 0.681
H 3.775 -5.232 0.195
H 3.547 -6.180 1.619
H 1.811 -6.454 -0.952
H 1.345 -5.889 0.629
H 2.707 -8.161 2.112
H 1.446 -9.302 1.817
H 0.967 -7.657 2.287
C 0.627 -3.570 3.640
O 0.644 -2.464 2.720
C 1.856 -2.400 1.979
C 1.914 -1.183 1.081
N 1.129 -1.259 -0.079
C -0.315 -1.421 0.025
C -0.882 -0.201 0.628
O -0.744 0.873 -0.212
C -1.312 2.104 0.161
H 1.209 -3.347 4.579
H 1.035 -4.496 3.208
H -0.421 -3.765 3.881
H 1.867 -3.329 1.380
H 2.643 -2.536 2.715
H 2.963 -1.077 0.801
H 1.692 -0.284 1.681
H 1.291 -0.449 -0.695
H -0.565 -2.232 0.721
H -0.751 -1.698 -0.941
H -0.348 -0.053 1.579
H -1.934 -0.345 0.857
H -2.408 2.027 0.135
H -1.059 2.850 -0.620
H -0.987 2.434 1.155
*
```